Below is a molecular structure, C44H58F6NO3PbSSe in a non-equilibrium geometry, with properties calculated with ωB97M-V with the def2-TZVPD basis set.

Geometry as XYZ:
```
115
Properties=species:S:1:pos:R:3:forces:R:3:lowdin_charge:R:1
Pb 1.42897 0.58909 1.69194 -0.7 -0.6 0.1 1.433
C -1.02107 -1.36825 -5.33875 0.0 -0.2 -0.6 -0.074
C 0.12132 -2.32460 -4.99594 1.5 1.0 -0.5 -0.567
C -0.32917 -3.76880 -4.97501 -0.9 -1.6 -0.8 -0.063
C 1.18408 -2.09230 -6.09390 0.6 0.2 -1.0 -0.066
C 0.72560 -2.01790 -3.62847 0.2 0.9 0.8 -0.201
C 0.27449 -0.95000 -2.87325 -0.8 -0.1 0.0 -0.092
C 0.48641 -0.82006 -1.49345 1.1 -0.2 -1.5 -0.428
Se -0.23547 0.69839 -0.62270 -0.9 -0.2 -0.3 1.056
C -1.75712 -0.21565 0.17537 -0.8 -0.8 0.4 -0.347
C -2.82213 -0.67736 -0.64470 1.1 0.9 0.5 -0.066
C -3.87778 -1.42125 -0.12316 0.5 1.2 2.1 -0.202
C -3.83777 -1.65596 1.28349 1.1 -0.4 -0.3 0.039
C -2.79214 -1.17912 2.14400 -1.5 -0.8 -0.7 -0.091
C -1.69081 -0.47932 1.59256 0.2 0.7 -1.4 -0.381
O -0.67392 -0.03801 2.29762 -0.1 -0.1 0.4 -0.320
C -2.90369 -1.44659 3.65500 0.8 -0.6 -0.1 -0.510
C -3.99391 -2.48553 3.95867 -0.6 -0.3 0.9 -0.099
C -1.54731 -2.06160 4.15079 -0.6 -1.0 0.1 -0.041
C -3.22270 -0.11537 4.38713 0.4 -1.7 0.8 -0.027
C -5.05938 -1.77812 -0.99807 1.4 0.4 -0.7 -0.608
C -6.26042 -2.20823 -0.24402 -1.6 -0.9 0.5 -0.088
C -4.53497 -2.94204 -1.81126 0.2 -1.3 -2.6 -0.069
C -5.45095 -0.55877 -1.85060 -1.7 -0.9 -1.7 -0.048
C 1.35393 -1.72678 -0.84414 -0.1 -0.9 0.9 -0.408
O 1.59989 -1.64287 0.42040 0.1 0.6 0.2 -0.280
C 1.93573 -2.81529 -1.62294 -0.2 1.3 -0.3 -0.079
C 1.68615 -2.81338 -2.98918 -0.1 -0.9 0.1 -0.002
C 2.88823 -3.82325 -0.96616 0.9 -0.1 -1.2 -0.538
C 4.19406 -3.13811 -0.51367 0.0 0.7 1.4 -0.054
C 2.27836 -4.47428 0.25659 -2.0 -0.6 0.5 -0.073
C 3.23457 -4.90779 -2.03142 2.0 0.1 0.3 -0.080
H -1.50996 -1.70870 -6.26088 0.0 -0.1 0.2 0.084
H -1.73315 -1.35819 -4.53332 -0.6 0.1 0.2 0.068
H -0.68043 -0.34233 -5.56209 0.0 -0.4 0.4 0.090
H -0.95655 -4.02368 -5.89011 0.7 0.3 0.9 0.094
H 0.51326 -4.50832 -4.94681 -0.5 0.8 0.0 0.089
H -0.95804 -4.00112 -4.09055 0.3 0.3 -0.4 0.093
H 0.90031 -2.45809 -7.10812 -0.2 0.2 0.6 0.083
H 1.47342 -1.02166 -6.22461 -0.5 -0.6 0.3 0.090
H 2.13124 -2.58657 -5.89235 0.1 -0.3 0.3 0.066
H -0.33087 -0.22499 -3.39550 -0.3 0.2 0.3 0.082
H -2.81522 -0.37279 -1.69981 0.1 -0.3 0.5 0.098
H -4.54287 -2.41454 1.68715 0.4 1.1 -0.2 0.092
H -3.80139 -3.46023 3.47924 0.0 0.4 0.0 0.090
H -4.07787 -2.69108 5.05360 0.5 0.2 -0.6 0.085
H -5.01758 -2.16209 3.71201 0.3 0.0 -0.3 0.076
H -1.09992 -2.75578 3.40604 -0.2 0.7 0.2 0.100
H -0.85265 -1.28809 4.40493 0.5 0.3 -0.1 0.044
H -1.67695 -2.71104 5.03879 -0.3 0.5 -0.1 0.076
H -4.17547 0.23770 4.04080 -0.3 0.7 -0.3 0.075
H -3.34223 -0.34903 5.45851 0.0 0.1 -0.2 0.084
H -2.38662 0.56281 4.32543 0.0 0.5 -0.4 0.060
H -6.07590 -3.17324 0.26633 -0.3 0.3 -0.3 0.089
H -6.50811 -1.48939 0.53702 -0.1 0.1 0.0 0.086
H -7.16344 -2.31174 -0.92255 1.0 0.0 0.7 0.105
H -4.17425 -3.80345 -1.19131 -0.2 0.9 -0.4 0.103
H -5.28368 -3.35648 -2.52953 -0.1 0.1 0.7 0.081
H -3.74528 -2.65825 -2.57395 -0.3 -0.1 1.3 0.094
H -6.12378 0.11119 -1.31204 0.5 0.2 0.3 0.082
H -4.66330 -0.01316 -2.35421 0.3 0.1 0.3 0.062
H -6.12197 -0.90810 -2.70352 0.7 0.1 0.8 0.098
H 2.24914 -3.51073 -3.59720 -0.3 -0.2 -0.1 0.087
H 3.94639 -2.18254 -0.01076 0.0 -0.5 -0.1 0.079
H 4.74595 -3.72595 0.25119 -0.4 0.0 -0.4 0.084
H 4.91908 -2.87050 -1.26193 0.1 -0.1 -0.8 0.066
H 2.06114 -3.71535 1.04218 0.2 -0.6 -0.6 0.081
H 1.27960 -4.94516 -0.02908 1.1 0.5 0.4 0.107
H 2.88905 -5.29204 0.67656 0.0 0.4 -0.3 0.077
H 3.78614 -4.46106 -2.90178 -0.5 -0.3 0.8 0.082
H 3.96623 -5.65843 -1.61084 -0.9 0.6 -0.2 0.093
H 2.37325 -5.41825 -2.42517 -0.5 -0.3 0.0 0.068
C 1.20740 4.73010 -0.46686 0.4 1.8 -1.4 -0.060
C 2.57302 4.15365 -0.87732 0.0 0.1 1.1 -0.241
C 3.46133 3.76502 0.16968 0.0 -0.1 -0.7 -0.013
C 4.63904 3.05932 -0.12340 -0.4 0.3 -1.5 -0.254
C 5.61390 2.54206 0.92493 -1.0 -1.1 -0.4 -0.051
C 4.93097 2.83191 -1.50497 -0.5 0.9 0.5 -0.015
C 4.18720 3.41494 -2.56901 0.3 -0.9 2.1 -0.271
C 4.67934 3.28044 -3.98250 -0.5 -0.5 0.0 -0.066
C 2.97982 4.03441 -2.20401 0.1 0.2 -0.5 -0.030
H 0.57171 4.06272 0.07261 -0.1 -0.5 0.6 0.032
H 0.59376 5.10356 -1.33051 0.7 -0.7 0.3 0.081
H 1.31850 5.67259 0.11135 0.1 -0.7 0.1 0.083
H 3.23497 4.05650 1.19644 -0.2 -0.3 -0.3 0.102
H 5.48641 1.41815 0.99966 0.5 1.1 -0.3 0.101
H 5.32701 2.89232 1.90680 0.2 0.3 0.1 0.046
H 6.63576 2.82708 0.65755 -0.1 -0.3 0.2 0.075
H 5.81357 2.23524 -1.69541 0.2 0.0 -0.3 0.106
H 3.95196 3.71630 -4.66273 0.1 0.3 -0.1 0.064
H 4.72376 2.20943 -4.28016 0.4 0.6 0.3 0.090
H 5.64418 3.78816 -4.07854 -0.1 -0.3 -0.3 0.077
H 2.36995 4.49508 -2.99379 0.1 -0.3 0.3 0.112
S -3.65525 4.46706 3.08141 1.0 0.0 -0.3 0.984
C -3.83117 5.72492 1.95793 -1.1 0.7 -0.6 -0.463
C -2.74366 5.87770 1.17302 0.2 -0.5 0.4 -0.272
N -1.71875 5.03402 1.45052 0.1 -1.0 1.4 -0.009
C -2.04815 4.25730 2.45983 1.8 -1.2 0.1 -0.454
H -4.74726 6.27379 1.84081 -0.2 0.0 0.2 0.053
H -2.55951 6.57179 0.39569 -0.4 0.7 -0.6 0.090
H -1.29425 3.50939 2.89361 -1.3 1.0 -0.7 0.088
C 1.30034 4.25134 4.80861 0.1 -1.0 1.1 0.009
C 1.49280 2.79036 4.29885 -0.7 -0.3 -1.5 -0.484
O 0.97756 2.60442 3.04141 -0.1 -0.3 0.6 -0.345
C 0.78931 1.83909 5.36798 0.7 0.4 -2.1 -0.474
F 0.91662 0.50480 5.02476 -0.1 1.5 0.9 0.098
F 1.38182 2.08259 6.55917 -1.0 -0.9 0.1 0.131
F -0.55299 2.11607 5.39171 1.5 -0.4 0.6 0.117
C 3.04155 2.50383 4.14785 -0.5 0.0 -0.3 -0.523
F 3.33246 1.23289 3.66839 -0.2 1.3 0.5 0.007
F 3.76650 2.65151 5.24856 0.3 0.0 0.6 0.155
F 3.53948 3.40081 3.24729 -0.2 -0.7 0.6 0.091
H 0.22561 4.45147 5.06138 1.0 0.0 -0.8 0.103
H 1.80325 4.95454 4.15360 -0.5 0.1 -0.3 0.086
H 1.84229 4.29081 5.75326 0.0 0.3 0.3 0.074
```
Forces are in eV/Å.

As for the total charge: -1. Its gap between HOMO and LUMO is 0.2473 Eh. As for the highest occupied orbital energy: -0.1640 hartree. The calculation puts the energy relative to the best compared isomer or geometry (same formula, charge and spin) at 12.4 kcal per mole.

Below is a molecular structure, C44H58N3O2P2RhSeSi in a non-equilibrium geometry, with properties calculated with ωB97M-V with the def2-TZVPD basis set.

Geometry as XYZ:
```
112
Properties=species:S:1:pos:R:3:forces:R:3:lowdin_charge:R:1
Rh 0.08045 0.22902 -0.10469 -1.4 0.5 -1.0 0.477
C 0.19974 -3.19833 1.96589 0.1 0.3 0.0 -0.227
P -0.03075 -2.22174 0.42850 0.2 -1.1 -0.1 0.833
C -1.33069 -3.20042 -0.39906 0.0 0.2 0.0 -0.223
C 1.44367 -2.76437 -0.54981 0.0 0.2 0.1 -0.422
C 2.68423 -2.00461 -0.08167 -0.3 0.1 -0.1 -0.400
P 2.47507 -0.19476 -0.41942 1.0 -0.5 0.4 0.789
C 3.53880 0.52099 0.88714 -0.1 0.1 -0.1 -0.300
C 3.57030 0.02401 -1.86999 -0.4 0.1 -0.1 -0.237
H 0.51238 -4.21159 1.71209 0.0 0.0 0.0 0.058
H -0.75104 -3.23851 2.49534 0.3 -0.1 -0.1 0.002
H 0.94085 -2.74175 2.62181 0.0 0.0 0.0 0.047
H -0.98248 -4.22378 -0.54418 0.0 0.0 0.0 0.060
H -1.57268 -2.74853 -1.36014 0.0 0.0 0.0 0.046
H -2.22936 -3.20205 0.21700 0.1 -0.1 -0.1 0.025
H 1.23982 -2.53280 -1.60019 0.0 -0.1 0.0 0.081
H 1.56934 -3.84481 -0.45845 0.0 0.0 0.0 0.087
H 3.58395 -2.35929 -0.58646 0.0 0.0 0.1 0.088
H 2.82268 -2.14197 0.99364 0.1 0.0 0.0 0.076
H 4.54600 0.10866 0.81671 0.0 0.0 0.0 0.057
H 3.12221 0.30130 1.87074 0.0 0.0 0.0 0.030
H 3.57071 1.60469 0.76235 0.0 0.0 0.0 0.009
H 4.56057 -0.37372 -1.64929 0.0 0.0 0.0 0.054
H 3.64958 1.08589 -2.09353 0.0 0.1 -0.1 0.020
H 3.15462 -0.48694 -2.73786 0.0 0.0 0.0 0.053
O -2.06718 -0.12588 -0.41305 1.5 0.2 -0.3 -0.447
Si -3.56798 -0.41098 0.00068 -1.0 0.0 1.4 0.437
C -4.29561 1.07256 0.97052 0.1 -0.4 -0.9 -0.208
C -3.47327 1.73862 1.87451 0.0 0.2 0.1 -0.118
C -3.94939 2.80726 2.62414 0.1 -0.1 0.0 -0.086
C -5.26229 3.22792 2.47003 -0.1 0.1 0.0 -0.094
C -6.09145 2.58163 1.56383 -0.1 -0.1 0.0 -0.086
C -5.61294 1.50652 0.82465 0.1 0.2 0.1 -0.090
C -4.62356 -0.89372 -1.47952 0.1 0.1 0.2 -0.214
C -5.98770 -1.18409 -1.38851 0.0 0.0 0.0 -0.112
C -6.72339 -1.52752 -2.51381 -0.1 0.0 0.0 -0.076
C -6.10544 -1.60514 -3.75429 0.0 0.0 0.0 -0.083
C -4.74966 -1.33362 -3.86431 0.0 0.0 -0.1 -0.082
C -4.02412 -0.97453 -2.73787 0.0 0.0 0.0 -0.120
C -3.65991 -1.75396 1.36338 0.0 0.4 -0.7 -0.236
C -2.71177 -1.67669 2.38334 -0.3 -0.1 0.2 -0.142
C -2.67431 -2.63093 3.39215 -0.2 0.2 0.1 -0.118
C -3.58338 -3.67966 3.38627 0.0 -0.1 0.1 -0.080
C -4.52975 -3.76753 2.37678 -0.1 0.0 -0.1 -0.073
C -4.57397 -2.80460 1.37372 0.1 -0.1 0.3 -0.088
H -2.44195 1.42280 1.99565 0.0 0.0 0.0 0.035
H -3.29112 3.30648 3.32637 0.0 0.0 0.0 0.101
H -5.64239 4.05860 3.05180 0.0 0.0 0.0 0.101
H -7.11686 2.90838 1.43734 0.0 0.0 0.0 0.102
H -6.27042 1.01043 0.12132 0.0 0.1 0.0 0.083
H -6.48958 -1.13956 -0.42826 0.0 0.0 0.0 0.099
H -7.78271 -1.73283 -2.42438 0.0 0.0 0.0 0.107
H -6.68001 -1.87733 -4.63002 0.0 0.0 0.0 0.105
H -4.25748 -1.39921 -4.82677 0.0 0.0 0.0 0.103
H -2.96410 -0.75529 -2.82565 -0.1 -0.2 0.0 0.078
H -1.99237 -0.86325 2.38757 0.0 0.0 0.0 0.086
H -1.93746 -2.55161 4.18341 -0.1 0.0 0.0 0.109
H -3.55684 -4.42638 4.16973 0.0 0.0 0.0 0.105
H -5.23944 -4.58570 2.36666 0.0 0.0 0.0 0.105
H -5.32162 -2.88768 0.59459 0.0 0.0 0.0 0.091
C 2.93475 3.04651 -4.12204 0.1 0.1 0.2 -0.110
C 3.54543 4.07445 -3.17206 -0.1 0.0 -0.1 -0.255
C 2.54521 5.15413 -2.76599 0.1 -0.1 0.1 -0.180
C 1.46312 4.66853 -1.78849 0.0 0.2 -0.2 -0.143
N 1.81083 4.91425 -0.39628 0.1 0.1 0.3 -0.032
C 2.03746 3.99781 0.57400 0.0 -0.3 -0.3 -0.123
Se 0.43212 1.94799 1.54180 -0.1 0.2 0.5 0.519
N 2.43875 4.68064 1.66316 -0.1 -0.1 0.0 -0.053
C 2.90403 4.06852 2.89698 0.3 0.0 -0.1 -0.169
C 4.42837 3.96659 2.92100 -0.1 0.1 0.2 -0.187
C 4.96192 3.41593 4.24114 -0.1 -0.1 -0.1 -0.252
C 4.59251 1.95293 4.47960 0.0 0.1 0.0 -0.103
C 2.47594 6.04379 1.40997 0.0 0.3 -0.3 -0.151
C 2.84565 7.13596 2.18409 0.0 -0.1 0.1 0.000
C 2.74707 8.38563 1.60177 0.0 0.0 0.0 -0.072
C 2.28110 8.54543 0.29396 0.0 0.0 -0.1 -0.071
C 1.92742 7.45785 -0.48392 -0.1 0.0 0.0 -0.007
C 2.05032 6.19888 0.09150 0.1 0.1 0.2 -0.154
H 3.67681 2.30428 -4.41672 -0.1 -0.1 0.0 0.071
H 2.57849 3.54167 -5.02649 0.0 0.0 0.0 0.078
H 2.08795 2.52775 -3.66591 0.0 0.0 0.0 0.060
H 4.38924 4.55767 -3.66822 0.1 0.0 0.1 0.110
H 3.93888 3.59119 -2.27121 0.0 0.0 0.0 0.099
H 2.05894 5.53163 -3.66864 0.0 0.1 0.0 0.119
H 3.08695 5.98741 -2.31788 -0.1 0.1 0.0 0.102
H 1.29264 3.60288 -1.89687 -0.1 -0.2 0.0 0.094
H 0.52622 5.19080 -1.99808 0.0 0.0 0.0 0.120
H 2.44667 3.08273 2.95751 0.0 0.0 0.1 0.040
H 2.55467 4.67105 3.73789 -0.1 0.0 0.0 0.136
H 4.84644 4.96216 2.75181 0.0 0.0 -0.1 0.113
H 4.75440 3.32878 2.09403 0.0 0.0 0.0 0.109
H 4.58686 4.02586 5.06771 0.1 0.0 0.0 0.111
H 6.04890 3.51187 4.23737 0.0 0.0 0.1 0.110
H 3.52024 1.82976 4.64066 0.0 -0.1 0.0 0.069
H 5.10539 1.57251 5.36218 0.0 -0.1 0.0 0.075
H 4.88836 1.33755 3.62697 0.0 0.0 0.0 0.064
H 3.19181 7.02181 3.20289 0.0 0.0 0.0 0.116
H 3.02876 9.25978 2.17266 0.0 0.0 0.0 0.109
H 2.20048 9.54092 -0.12074 0.0 0.0 0.0 0.109
H 1.56268 7.59017 -1.49323 0.0 0.0 0.0 0.116
O -0.39590 1.75490 -1.69635 0.3 0.1 0.1 -0.266
N -1.51015 2.46260 -1.71962 -0.3 0.2 -0.2 -0.176
C -2.53206 2.04036 -2.48713 0.1 -0.2 0.0 -0.009
C -3.68898 2.77531 -2.59892 -0.1 0.2 0.0 -0.012
C -3.80540 3.98734 -1.93720 0.1 -0.2 0.1 -0.030
C -2.74641 4.40449 -1.14757 -0.1 0.0 0.0 -0.020
C -1.61628 3.62571 -1.04740 0.1 -0.1 0.2 -0.032
H -2.37458 1.10409 -2.99677 0.1 0.1 0.1 0.118
H -4.49480 2.39147 -3.20826 0.0 -0.1 0.0 0.125
H -4.70492 4.57877 -2.02129 0.0 0.0 0.0 0.119
H -2.79457 5.33545 -0.60196 0.1 0.0 0.1 0.122
H -0.77704 3.89318 -0.42630 0.1 -0.1 0.0 0.092
```
Forces are in eV/Å.

Its multiplicity is 6. As for the total charge: +1. Its gap between HOMO and LUMO (alpha / beta) is 0.2824 / 0.2157 Eh. As for the highest occupied orbital energy (alpha / beta): -0.3570 / -0.3861 hartree. The calculation puts the energy relative to the best compared isomer or geometry (same formula, charge and spin) at 15.8 kcal per mole.